## A
{
  "formula": "C20H63N5O9",
  "method": "wB97M-V/def2-TZVPD",
  "elements": ["C", "O", "C", "C", "C", "N", "H", "H", "H", "H", "H", "H", "H", "H", "H", "H", "H", "C", "O", "C", "C", "C", "N", "H", "H", "H", "H", "H", "H", "H", "H", "H", "H", "H", "C", "O", "C", "C", "C", "N", "H", "H", "H", "H", "H", "H", "H", "H", "H", "H", "H", "C", "O", "C", "C", "C", "N", "H", "H", "H", "H", "H", "H", "H", "H", "H", "H", "H", "C", "O", "C", "C", "C", "N", "H", "H", "H", "H", "H", "H", "H", "H", "H", "H", "H", "O", "H", "H", "O", "H", "H", "O", "H", "H", "O", "H", "H"],
  "coordinates": [[-2.536, 4.045, -2.189], [-3.924, 4.363, -2.454], [-4.103, 5.275, -3.614], [-4.890, 4.515, -4.614], [-4.031, 3.800, -5.579], [-5.689, 5.507, -5.280], [-1.977, 4.868, -1.744], [-2.148, 3.648, -3.127], [-2.577, 3.166, -1.546], [-4.820, 5.954, -3.153], [-3.264, 5.880, -3.958], [-5.481, 3.726, -4.149], [-3.223, 4.484, -5.838], [-4.625, 3.526, -6.451], [-3.676, 2.826, -5.241], [-6.437, 5.102, -5.825], [-5.065, 5.898, -5.972], [-3.072, 1.868, 5.064], [-3.864, 2.844, 4.278], [-4.307, 3.799, 5.162], [-4.940, 4.983, 4.380], [-4.792, 6.277, 5.259], [-6.332, 4.694, 4.019], [-2.184, 2.233, 5.580], [-2.713, 1.187, 4.292], [-3.715, 1.228, 5.668], [-4.957, 3.387, 5.934], [-3.405, 4.161, 5.656], [-4.393, 5.074, 3.442], [-3.757, 6.618, 5.247], [-5.040, 6.088, 6.303], [-5.365, 7.021, 4.706], [-6.713, 5.358, 3.360], [-6.221, 3.769, 3.629], [1.651, 0.221, -8.551], [1.936, 0.758, -7.249], [2.403, -0.160, -6.231], [3.914, -0.194, -5.988], [4.298, -1.135, -4.888], [4.609, 1.080, -5.791], [0.778, -0.431, -8.505], [2.531, -0.251, -8.987], [1.372, 1.045, -9.209], [1.863, 0.160, -5.340], [2.065, -1.159, -6.505], [4.258, -0.680, -6.901], [5.363, -1.093, -4.658], [3.963, -2.170, -4.952], [3.737, -0.795, -4.018], [3.895, 1.709, -5.452], [4.936, 1.419, -6.685], [-2.837, -7.667, 0.466], [-2.340, -8.941, 0.273], [-1.530, -8.921, -0.886], [-0.938, -10.256, -1.052], [0.128, -10.385, -2.125], [-2.025, -11.212, -1.311], [-3.067, -7.687, 1.532], [-3.747, -7.527, -0.118], [-2.179, -6.816, 0.293], [-1.991, -8.810, -1.867], [-0.625, -8.315, -0.829], [-0.460, -10.567, -0.123], [-0.299, -10.603, -3.104], [0.847, -11.133, -1.793], [0.695, -9.455, -2.162], [-2.237, -11.122, -2.295], [-2.876, -10.841, -0.913], [5.724, -0.822, 5.730], [5.980, 0.601, 5.888], [7.206, 0.866, 6.413], [7.289, 2.256, 7.073], [8.690, 2.798, 7.371], [6.519, 2.346, 8.334], [5.324, -1.306, 6.621], [6.674, -1.319, 5.528], [5.076, -0.986, 4.869], [7.550, 0.175, 7.183], [7.832, 0.749, 5.528], [7.028, 3.041, 6.363], [9.411, 2.694, 6.560], [9.086, 2.239, 8.218], [8.541, 3.841, 7.648], [5.567, 2.093, 8.110], [6.493, 3.337, 8.524], [-1.004, -3.428, -2.868], [-1.729, -2.932, -2.487], [-0.358, -3.488, -2.164], [3.064, 1.975, 1.882], [3.690, 1.557, 2.473], [3.456, 2.824, 1.678], [-4.148, -0.796, -0.599], [-4.239, 0.147, -0.734], [-4.926, -1.044, -0.100], [0.907, -1.243, 0.446], [0.007, -0.920, 0.462], [1.436, -0.497, 0.727]],
  "smiles": "COC[C@H](C)N.COC[C@H](C)N.COC[C@H](C)N.COC[C@H](C)N.COC[C@H](C)N.O.O.O.O",
  "homo_lumo_gap_ev": 9.278,
  "homo_energy_ev": -9.2,
  "multiplicity": 1
}



## B
{
  "formula": "C20H63N5O9",
  "method": "wB97M-V/def2-TZVPD",
  "elements": ["C", "O", "C", "C", "C", "N", "H", "H", "H", "H", "H", "H", "H", "H", "H", "H", "H", "C", "O", "C", "C", "C", "N", "H", "H", "H", "H", "H", "H", "H", "H", "H", "H", "H", "C", "O", "C", "C", "C", "N", "H", "H", "H", "H", "H", "H", "H", "H", "H", "H", "H", "C", "O", "C", "C", "C", "N", "H", "H", "H", "H", "H", "H", "H", "H", "H", "H", "H", "C", "O", "C", "C", "C", "N", "H", "H", "H", "H", "H", "H", "H", "H", "H", "H", "H", "O", "H", "H", "O", "H", "H", "O", "H", "H", "O", "H", "H"],
  "coordinates": [[-9.192, -22.427, 21.230], [-8.003, -21.724, 21.520], [-8.087, -21.031, 22.743], [-7.072, -19.905, 22.781], [-7.055, -19.229, 24.152], [-7.411, -18.891, 21.739], [-9.396, -23.181, 21.997], [-9.002, -23.054, 20.352], [-10.034, -21.776, 20.994], [-9.084, -20.562, 22.810], [-8.028, -21.681, 23.628], [-6.059, -20.271, 22.592], [-7.009, -19.995, 24.931], [-7.965, -18.649, 24.314], [-6.173, -18.600, 24.254], [-7.833, -19.430, 20.986], [-8.115, -18.273, 22.128], [-6.201, -24.606, 16.088], [-5.538, -23.971, 17.149], [-6.280, -22.883, 17.638], [-5.464, -22.031, 18.586], [-4.943, -22.803, 19.791], [-6.341, -20.915, 18.978], [-6.321, -23.925, 15.236], [-7.199, -24.954, 16.387], [-5.642, -25.473, 15.741], [-6.655, -22.247, 16.827], [-7.176, -23.231, 18.185], [-4.604, -21.640, 18.034], [-4.322, -22.126, 20.390], [-4.272, -23.619, 19.517], [-5.761, -23.122, 20.440], [-6.826, -21.212, 19.823], [-5.775, -20.114, 19.234], [-10.235, -24.257, 24.604], [-11.286, -25.021, 24.073], [-11.325, -26.344, 24.571], [-12.358, -27.113, 23.755], [-13.748, -26.532, 23.925], [-12.318, -28.515, 24.170], [-10.281, -24.212, 25.702], [-10.379, -23.239, 24.245], [-9.255, -24.662, 24.324], [-10.339, -26.811, 24.443], [-11.588, -26.352, 25.636], [-12.032, -26.965, 22.714], [-13.826, -25.527, 23.519], [-13.935, -26.430, 25.002], [-14.521, -27.173, 23.504], [-11.516, -28.978, 23.764], [-13.150, -28.995, 23.851], [-6.611, -26.431, 26.049], [-5.584, -25.483, 25.881], [-5.891, -24.207, 26.377], [-5.184, -23.102, 25.553], [-5.228, -23.405, 24.069], [-3.791, -22.890, 25.946], [-7.579, -26.026, 25.735], [-6.740, -26.774, 27.085], [-6.327, -27.301, 25.459], [-6.970, -23.994, 26.365], [-5.575, -24.092, 27.423], [-5.749, -22.201, 25.807], [-4.974, -22.523, 23.480], [-6.220, -23.747, 23.764], [-4.490, -24.162, 23.808], [-3.722, -22.480, 26.870], [-3.266, -23.756, 25.980], [-6.965, -15.360, 21.031], [-7.932, -15.682, 20.057], [-7.412, -16.582, 19.086], [-8.563, -17.080, 18.232], [-9.445, -18.128, 18.858], [-8.004, -17.595, 16.952], [-6.593, -16.267, 21.518], [-7.444, -14.704, 21.759], [-6.105, -14.812, 20.624], [-6.696, -16.018, 18.467], [-6.813, -17.385, 19.530], [-9.117, -16.169, 17.967], [-10.246, -18.392, 18.169], [-9.822, -17.834, 19.839], [-8.870, -19.041, 19.055], [-7.391, -16.873, 16.589], [-8.732, -17.706, 16.256], [-9.602, -16.826, 22.365], [-9.571, -16.274, 23.152], [-9.703, -16.211, 21.627], [-11.532, -18.834, 23.456], [-11.810, -18.096, 24.005], [-10.890, -18.451, 22.845], [-4.757, -18.922, 20.622], [-4.242, -18.293, 21.133], [-5.666, -18.852, 20.970], [-9.382, -21.347, 17.634], [-8.985, -20.575, 17.220], [-8.730, -21.599, 18.296]],
  "smiles": "COC[C@H](C)N.COC[C@H](C)N.COC[C@H](C)N.COC[C@H](C)N.COC[C@H](C)N.O.O.O.O",
  "homo_lumo_gap_ev": 9.008,
  "homo_energy_ev": -8.9,
  "multiplicity": 1
}



If you had to name the least stable structure above, which would it be? It would be A.